P.
ORCA calculation (the ωB97M-V functional and the def2-TZVPD basis) on a cluster of 2 separate species, C26H30N4O5 in total.

SMILES string ... CNC(=O)[C@H](Cc1c[nH]c2ccccc12)NC(C)=O.O=C(O)CCC(=O)N1CCc2ccccc21
Highest occupied orbital energy ... -8.1771 eV
HOMO-LUMO gap ... 8.650 eV

Last column: natural (NBO) charge in e.
CARTESIAN COORDINATES (ANGSTROEM)
O  3.97  -0.63  -3.82  -0.64
O  1.11  0.78  1.21  -0.62
O  1.85  3.67  -0.49  -0.68
O  3.21  -3.14  -0.51  -0.63
O  2.56  2.16  -2.01  -0.60
N  -0.57  1.66  2.50  -0.45
N  1.56  -4.51  -0.74  -0.61
N  2.27  -1.56  -2.79  -0.62
N  -1.52  0.50  -4.08  -0.53
C  -0.90  1.45  6.08  -0.19
C  -3.61  0.04  -0.53  -0.26
C  0.09  1.46  1.29  0.70
C  3.42  -0.90  -2.76  0.70
C  4.08  -0.47  -1.46  -0.70
C  -0.10  1.33  3.78  0.22
C  -2.32  2.17  4.04  -0.42
C  -2.53  -0.77  -0.93  -0.21
C  -1.09  1.64  4.71  -0.07
C  -1.87  2.31  2.58  -0.21
C  0.36  1.85  -1.27  -0.50
C  0.32  0.94  6.54  -0.23
C  -3.40  1.35  -2.57  -0.24
C  -2.34  0.52  -2.97  0.11
C  1.12  0.81  4.25  -0.24
C  0.04  -2.38  -2.36  -0.42
C  1.33  0.61  5.62  -0.21
C  1.41  -2.10  -1.72  -0.11
C  -0.75  -1.20  -2.84  -0.13
C  -0.49  2.07  0.01  -0.51
C  -1.87  -0.55  -2.16  -0.02
C  2.09  -3.29  -0.98  0.66
C  -4.04  1.10  -1.35  -0.22
C  0.30  -5.14  -1.10  -0.41
C  -0.58  -0.52  -4.00  0.00
C  1.70  2.57  -1.26  0.80
H  4.76  -1.26  -1.14  0.25
H  1.91  0.56  3.55  0.24
H  1.27  -1.33  -0.96  0.24
H  -1.79  3.37  2.32  0.20
H  0.54  0.78  -1.41  0.25
H  3.33  -0.29  -0.70  0.22
H  0.11  -5.08  -2.17  0.20
H  -0.20  2.21  -2.13  0.24
H  0.48  0.79  7.60  0.21
H  -3.14  1.47  4.14  0.22
H  1.97  -1.77  -3.73  0.39
H  -2.61  3.14  4.47  0.22
H  -4.11  -0.16  0.41  0.22
H  0.16  -3.08  -3.19  0.21
H  -1.58  1.13  -4.86  0.41
H  2.77  3.94  -0.64  0.50
H  -1.47  1.65  -0.16  0.25
H  2.27  0.21  5.97  0.22
H  -1.69  1.70  6.78  0.21
H  -0.53  -4.70  -0.54  0.19
H  -4.87  1.72  -1.03  0.22
H  4.64  0.44  -1.64  0.24
H  2.20  -5.08  -0.21  0.41
H  0.34  -6.20  -0.83  0.22
H  -2.61  1.84  1.93  0.21
H  0.18  -0.73  -4.74  0.22
H  -3.72  2.16  -3.21  0.22
H  -0.61  3.15  0.17  0.23
H  -2.20  -1.58  -0.29  0.21
H  -0.59  -2.83  -1.61  0.22


Q.
ORCA calculation (the ωB97M-V functional and the def2-TZVPD basis) on an isolated molecule of C26H30N4O5.

SMILES string ... COc1ccc(-n2nc(C(=O)NCC(=O)NC3CCCCCC3)c3ccccc3c2=O)cc1OC
Highest occupied orbital energy ... -7.9490 eV
HOMO-LUMO gap ... 7.654 eV

Last column: natural (NBO) charge in e.
CARTESIAN COORDINATES (ANGSTROEM)
O  3.00  0.46  1.76  -0.66
O  -1.79  3.81  -0.63  -0.59
O  0.98  -3.70  1.79  -0.63
O  -6.06  -0.78  0.10  -0.48
O  -3.84  -2.11  0.03  -0.49
N  -1.22  1.92  0.52  -0.25
N  1.09  -0.45  2.56  -0.59
N  -0.32  1.17  1.13  -0.19
N  2.46  -2.29  0.78  -0.65
C  -4.88  1.34  0.35  -0.29
C  -3.71  -0.77  0.16  0.34
C  1.67  -2.70  1.79  0.67
C  3.72  -2.35  -1.31  -0.40
C  -3.67  2.01  0.45  -0.22
C  2.71  3.26  0.90  -0.20
C  -2.67  -2.90  -0.03  -0.25
C  -4.92  -0.04  0.21  0.25
C  1.39  2.80  0.78  0.01
C  2.12  5.29  -0.25  -0.20
C  3.81  -0.82  -1.35  -0.41
C  0.82  4.85  -0.38  -0.15
C  0.92  1.54  1.27  0.06
C  1.23  -3.03  -1.23  -0.40
C  2.70  -0.10  -2.10  -0.39
C  -2.49  1.30  0.40  0.19
C  2.58  -2.96  -0.50  -0.05
C  1.79  0.49  1.89  0.66
C  -0.95  3.17  -0.04  0.63
C  -7.30  -0.12  0.12  -0.25
C  3.06  4.48  0.39  -0.19
C  0.90  -1.88  -2.19  -0.41
C  1.29  -0.49  -1.68  -0.41
C  1.68  -1.70  2.97  -0.32
C  -2.51  -0.09  0.25  -0.35
C  0.44  3.61  0.13  -0.14
H  -5.79  1.91  0.39  0.22
H  -1.57  -0.62  0.21  0.23
H  -7.46  0.41  1.06  0.18
H  2.81  -0.28  -3.17  0.19
H  0.08  -0.39  2.50  0.43
H  3.00  -1.45  0.92  0.43
H  4.76  -0.56  -1.83  0.21
H  2.85  -4.01  -0.27  0.21
H  3.44  2.63  1.39  0.25
H  -3.01  -3.93  -0.13  0.21
H  3.87  -0.41  -0.33  0.21
H  2.41  6.25  -0.65  0.22
H  0.59  0.24  -2.09  0.21
H  1.19  -0.46  -0.59  0.19
H  2.71  -1.51  3.28  0.23
H  -7.38  0.59  -0.71  0.18
H  1.20  -3.96  -1.80  0.21
H  4.66  -2.72  -0.90  0.21
H  1.11  -2.12  3.80  0.23
H  1.40  -2.05  -3.15  0.19
H  -3.66  3.08  0.56  0.24
H  -0.17  -1.91  -2.39  0.21
H  3.65  -2.73  -2.33  0.21
H  0.07  5.45  -0.88  0.24
H  4.08  4.83  0.49  0.22
H  -8.05  -0.90  0.01  0.20
H  -2.05  -2.63  -0.89  0.17
H  2.83  0.98  -1.94  0.21
H  -2.07  -2.81  0.89  0.18
H  0.45  -3.11  -0.47  0.22


Which structure is the least stable? The one labeled Q.


P.
ORCA calculation (the ωB97M-V functional and the def2-TZVPD basis) on the ion C6H6N with charge +1.

Net charge ... +1
Highest occupied orbital energy (alpha / beta) ... -13.6671 / -14.8366 eV
Multiplicity ... 3
HOMO-LUMO gap (alpha / beta) ... 8.616 / 7.933 eV

Last column: natural (NBO) charge in e.
CARTESIAN COORDINATES (ANGSTROEM)
N  0.68  -0.60  0.18  -0.41
C  -0.35  -1.31  0.02  0.65
C  1.92  -0.05  -0.37  -0.23
C  1.00  0.71  0.48  0.12
C  -1.88  0.32  -0.10  0.00
C  -1.29  1.41  -0.25  -0.19
C  -1.82  -1.11  0.02  -0.61
H  -2.21  -1.54  0.93  0.31
H  1.27  1.02  1.46  0.24
H  1.84  0.10  -1.42  0.25
H  2.95  -0.48  0.01  0.27
H  -0.78  2.40  -0.12  0.29
H  -2.21  -1.76  -0.83  0.32


Q.
ORCA calculation (the ωB97M-V functional and the def2-TZVPD basis) on a structure of composition C6H6N.

Net charge ... +1
Highest occupied orbital energy (alpha / beta) ... -12.0084 / -15.5610 eV
Multiplicity ... 3
HOMO-LUMO gap (alpha / beta) ... 7.022 / 7.458 eV

Last column: natural (NBO) charge in e.
CARTESIAN COORDINATES (ANGSTROEM)
N  0.33  -0.75  -0.05  -0.41
C  0.57  0.64  -0.05  0.36
C  -1.53  0.14  -0.01  0.16
C  1.59  -1.03  0.02  0.26
C  -0.63  1.24  0.01  -0.21
C  2.06  0.41  -0.01  -0.50
C  -2.58  -0.59  -0.01  -0.13
H  -0.93  2.27  0.07  0.27
H  2.60  0.77  0.86  0.27
H  -3.57  -0.15  0.03  0.21
H  2.59  0.71  -0.92  0.27
H  2.08  -1.99  0.10  0.24
H  -2.58  -1.67  -0.05  0.22


Which structure is the least stable? The one labeled P.


P.
ORCA calculation (the ωB97M-V functional and the def2-TZVPD basis) on an isolated molecule of C6H5NO2.

SMILES string ... C=Cc1ccoc(=O)n1
Highest occupied orbital energy ... -9.6329 eV
HOMO-LUMO gap ... 8.778 eV

Last column: natural (NBO) charge in e.
CARTESIAN COORDINATES (ANGSTROEM)
O  -1.89  -1.82  0.01  -0.55
O  -1.93  0.43  0.06  -0.46
N  0.18  -0.87  -0.13  -0.49
C  -1.20  -0.82  -0.01  0.83
C  0.09  1.57  -0.04  -0.40
C  2.18  0.33  0.06  -0.27
C  2.99  -0.74  0.02  -0.25
C  -1.29  1.59  0.05  0.26
C  0.77  0.29  -0.06  0.26
H  4.06  -0.57  0.08  0.20
H  0.70  2.44  -0.09  0.23
H  -1.99  2.46  -0.03  0.21
H  2.72  -1.75  0.25  0.22
H  2.62  1.31  -0.05  0.21


Q.
ORCA calculation (the ωB97M-V functional and the def2-TZVPD basis) on a structure of composition C6H5NO2.

Highest occupied orbital energy ... -9.2352 eV
HOMO-LUMO gap ... 8.513 eV

Last column: natural (NBO) charge in e.
CARTESIAN COORDINATES (ANGSTROEM)
O  1.44  1.52  -0.45  -0.58
O  -2.62  0.18  -0.27  -0.23
N  -1.95  1.25  -0.08  -0.02
C  -1.83  -0.99  -0.15  0.07
C  1.91  -0.71  -0.29  -0.32
C  0.27  1.90  0.15  0.41
C  -0.57  -0.62  -0.09  -0.12
C  0.73  -1.18  0.11  -0.28
C  -0.70  0.90  -0.04  -0.04
H  2.03  0.26  -0.90  0.30
H  -2.16  -1.90  -0.57  0.23
H  0.66  -2.22  0.92  0.21
H  2.92  -1.25  0.45  0.20
H  -0.11  2.86  1.20  0.19


Which structure is the least stable? The one labeled Q.


P.
ORCA calculation (the ωB97M-V functional and the def2-TZVPD basis) on a cluster of 2 separate species, C3H10N3S in total.

Net charge ... +1
Highest occupied orbital energy ... -12.7644 eV
HOMO-LUMO gap ... 8.045 eV

Last column: natural (NBO) charge in e.
CARTESIAN COORDINATES (ANGSTROEM)
S  1.76  -2.90  0.50  0.09
N  0.45  -1.41  2.18  -0.76
N  0.08  -0.66  -1.97  -0.70
N  -0.82  1.56  0.95  -0.87
C  -0.52  -0.07  -0.87  0.34
C  0.83  -1.48  0.93  -0.09
C  -0.25  1.27  -0.32  -0.35
H  0.90  1.37  -0.18  0.26
H  -0.43  2.16  -1.03  0.25
H  1.77  -2.55  -0.81  0.11
H  0.61  -2.14  2.91  0.40
H  0.08  -1.71  -2.05  0.44
H  -0.06  -0.56  2.35  0.42
H  -0.42  2.37  1.46  0.42
H  -1.78  1.34  1.07  0.39
H  0.98  -0.26  -2.29  0.42
H  -1.32  -0.60  -0.37  0.23


Q.
ORCA calculation (the ωB97M-V functional and the def2-TZVPD basis) on the ion C3H10N3S with charge +1.

Net charge ... +1
Highest occupied orbital energy ... -13.6921 eV
HOMO-LUMO gap ... 9.191 eV

Last column: natural (NBO) charge in e.
CARTESIAN COORDINATES (ANGSTROEM)
S  -1.80  1.11  -0.07  0.67
N  1.18  -1.08  0.06  -0.85
N  -0.31  0.54  0.52  -0.80
N  -2.11  -1.50  0.01  -0.66
C  -2.66  -0.34  -0.20  -0.02
C  0.92  0.31  -0.27  0.09
C  2.00  1.38  -0.11  -0.65
H  -2.68  -2.30  0.29  0.44
H  1.74  -1.56  -0.65  0.38
H  2.92  1.30  -0.80  0.26
H  -0.15  1.15  1.29  0.40
H  2.22  1.37  0.98  0.22
H  -3.78  -0.05  -0.35  0.28
H  1.47  2.23  -0.50  0.23
H  -1.17  -1.67  0.11  0.45
H  0.50  0.14  -1.23  0.19
H  1.72  -1.05  0.93  0.36


Which structure is the least stable? The one labeled P.


P.
ORCA calculation (the ωB97M-V functional and the def2-TZVPD basis) on an isolated molecule of C6H9P.

SMILES string ... C=C/P=C\C(=C)C
Highest occupied orbital energy ... -7.9666 eV
HOMO-LUMO gap ... 7.633 eV

Last column: natural (NBO) charge in e.
CARTESIAN COORDINATES (ANGSTROEM)
P  -2.13  -1.41  -0.09  0.68
C  1.86  -0.64  0.25  -0.64
C  -1.76  1.20  0.79  -0.38
C  0.48  -0.55  -0.29  -0.10
C  -0.48  -1.56  0.12  -0.63
C  0.26  0.42  -1.23  -0.33
C  -2.27  0.49  -0.19  -0.49
H  -1.13  0.65  1.49  0.20
H  1.99  -0.16  1.19  0.22
H  0.98  1.21  -1.53  0.20
H  -2.94  0.80  -0.99  0.21
H  -0.61  0.60  -1.91  0.20
H  -0.20  -2.53  0.45  0.23
H  -2.01  2.24  0.91  0.20
H  2.61  0.02  -0.39  0.21
H  2.50  -1.52  0.18  0.23


Q.
ORCA calculation (the ωB97M-V functional and the def2-TZVPD basis) on an isolated molecule of C6H9P.

Highest occupied orbital energy (alpha / beta) ... -7.3697 / -8.3312 eV
HOMO-LUMO gap (alpha / beta) ... 7.368 / 7.662 eV

Last column: natural (NBO) charge in e.
CARTESIAN COORDINATES (ANGSTROEM)
P  -2.27  0.97  -0.54  0.59
C  0.22  -0.31  -0.99  -0.37
C  -1.69  0.29  0.98  -0.59
C  1.87  -0.98  0.77  -0.26
C  -0.47  -0.13  1.29  -0.14
C  -0.65  0.91  -1.40  -0.74
C  0.73  -0.14  0.45  -0.37
H  0.93  1.01  0.32  0.24
H  -0.57  -0.49  2.25  0.21
H  2.08  -1.47  1.69  0.18
H  2.66  -1.12  0.11  0.17
H  0.95  -0.36  -1.77  0.21
H  -0.11  1.77  -1.19  0.22
H  -2.53  0.41  1.65  0.22
H  -0.33  -1.28  -1.15  0.21
H  -0.82  0.91  -2.48  0.23


Which structure is the least stable? The one labeled Q.